No. 1
{"formula": "C6H9N2P2", "method": "the ωB97M-V functional and the def2-TZVPD basis", "e_tot_ev": -27916.70181, "smiles": "c1cpc2c(p1)C[NH2+]CN2", "homo_lumo_gap_ev": 7.64, "total_charge": 1, "e_above_lowest_kcal_mol": 0.9, "symbols": ["P", "P", "N", "N", "C", "C", "C", "C", "C", "C", "H", "H", "H", "H", "H", "H", "H", "H", "H"], "xyz": [[-2.259, -0.110, -1.959], [-1.901, -1.437, 1.305], [1.400, 0.864, 0.667], [0.348, 0.613, -1.402], [-3.200, -1.347, -1.250], [-0.849, 0.113, -0.807], [-0.767, -0.274, 0.512], [1.564, 0.298, -0.699], [0.366, 0.102, 1.410], [-3.004, -1.895, 0.028], [1.767, -0.763, -0.604], [0.397, 0.865, -2.312], [1.064, 1.780, 0.447], [0.824, -0.816, 1.668], [2.401, 1.022, 1.138], [-4.051, -1.579, -1.940], [-3.664, -2.610, 0.468], [2.355, 0.836, -1.420], [0.096, 0.629, 2.266]], "lowdin_charge": [1.0096, 1.0361, 0.0608, -0.0365, -0.4728, -0.4815, -0.4836, -0.1433, -0.1804, -0.4542, 0.1412, 0.0724, 0.1649, 0.1112, 0.2555, 0.0638, 0.0226, 0.1981, 0.1162]}

No. 2
{"formula": "C31H38BN7O3PdS9", "method": "the ωB97M-V functional and the def2-TZVPD basis", "s_squared": 6.057, "e_tot_ev": -151011.30835, "multiplicity": 5, "homo_lumo_gap_ev": [6.20, 4.42], "symbols": ["Pd", "S", "S", "S", "S", "S", "S", "S", "S", "S", "O", "O", "O", "N", "N", "N", "N", "N", "N", "N", "C", "C", "C", "C", "C", "C", "C", "C", "C", "C", "C", "C", "C", "C", "C", "C", "C", "C", "C", "C", "C", "C", "C", "C", "C", "C", "C", "C", "C", "C", "C", "B", "H", "H", "H", "H", "H", "H", "H", "H", "H", "H", "H", "H", "H", "H", "H", "H", "H", "H", "H", "H", "H", "H", "H", "H", "H", "H", "H", "H", "H", "H", "H", "H", "H", "H", "H", "H", "H", "H"], "xyz": [[-0.805, 0.359, -0.445], [-4.359, -2.100, -6.401], [0.454, -0.429, 1.500], [3.165, -3.098, 0.288], [-2.071, -1.557, -1.000], [-3.503, 1.380, 1.270], [-2.615, -0.083, -5.015], [-3.671, -2.415, -3.572], [0.539, 2.346, -0.084], [-0.891, 0.817, -2.698], [-3.451, 2.639, 1.950], [-3.554, 1.314, -0.192], [-2.094, -1.586, 3.080], [2.057, -1.463, -1.580], [2.936, 0.144, 0.391], [2.327, 1.201, -1.871], [-2.297, 0.355, 1.821], [1.242, -3.527, -1.561], [1.590, 3.280, -2.369], [2.670, 0.697, 2.554], [-3.585, -1.536, -5.066], [4.113, 0.697, 0.876], [0.760, -2.893, -2.679], [1.433, 5.376, -3.569], [1.650, -5.968, -1.197], [-2.522, -1.386, -2.641], [-7.036, -0.307, 2.611], [-6.469, -1.312, 3.404], [0.912, 4.687, -2.294], [1.353, 5.518, -1.060], [1.546, 2.271, -1.415], [-2.756, -0.716, 2.567], [-5.087, -1.504, 3.441], [1.245, -1.649, -2.653], [-2.008, -0.292, -3.388], [-6.229, 0.552, 1.885], [3.102, 1.305, 4.941], [2.012, 0.127, 1.451], [2.053, 0.743, 3.943], [2.781, 1.579, -3.155], [0.667, -4.811, -0.970], [0.395, -4.656, 0.503], [3.958, 1.071, 2.151], [-0.663, -5.156, -1.659], [0.849, 1.711, 3.990], [2.391, 2.826, -3.420], [1.703, -0.683, 4.441], [2.161, -2.688, -0.882], [-4.266, -0.669, 2.670], [-4.849, 0.366, 1.921], [-0.608, 4.448, -2.355], [2.835, -0.129, -1.196], [-1.113, 5.375, -2.633], [0.635, 1.946, 5.034], [-7.080, -2.025, 3.975], [-0.984, 4.107, -1.348], [2.593, 3.419, -4.286], [2.441, 5.667, -1.022], [-1.454, -4.407, -1.490], [0.870, 6.490, -1.190], [1.057, -0.838, -3.323], [1.342, -4.682, 1.064], [3.478, 2.314, 4.672], [-0.236, -5.464, 0.897], [-4.648, -2.311, 4.018], [1.296, -6.879, -0.695], [-1.055, -6.070, -1.174], [-6.599, 1.378, 1.293], [2.645, 1.372, 5.956], [-0.638, -5.289, -2.768], [1.796, -6.209, -2.254], [-8.139, -0.118, 2.612], [0.746, -0.999, 4.050], [1.028, 5.101, -0.107], [-0.843, 3.686, -3.134], [3.996, 0.656, 5.070], [2.618, -5.751, -0.745], [3.912, -0.388, -1.614], [2.496, -1.385, 4.188], [3.397, 0.951, -3.752], [1.068, 2.645, 3.493], [-0.121, -3.754, 0.751], [0.110, -3.401, -3.374], [-0.100, 1.257, 3.612], [5.006, 0.775, 0.263], [1.569, -0.609, 5.513], [4.681, 1.578, 2.794], [1.117, 6.414, -3.586], [1.071, 4.878, -4.482], [2.535, 5.373, -3.543]], "lowdin_charge": [0.2400, 0.5695, 0.7412, 0.9294, 0.6517, 0.6164, 0.9190, 0.8909, 0.7105, 0.6306, -0.3008, -0.3858, 0.0227, 0.0813, 0.0245, 0.0528, -0.1598, 0.0428, 0.0058, 0.0087, -1.5037, -0.0862, 0.0008, -0.0636, -0.0381, -1.0420, -0.0860, -0.0799, -0.4995, -0.0381, -0.6853, -0.5721, -0.0111, -0.0615, -1.0700, -0.0548, -0.0727, -0.6960, -0.5145, -0.0671, -0.5305, -0.0635, -0.0476, -0.0510, -0.0386, -0.0682, -0.0410, -0.7139, -0.1253, -0.1961, -0.0616, -0.5159, 0.0843, 0.0820, 0.1060, 0.0637, 0.1048, 0.0900, 0.0570, 0.0880, 0.0915, 0.0434, 0.0864, 0.1047, 0.1156, 0.0965, 0.1015, 0.1160, 0.0929, 0.0932, 0.0894, 0.1176, 0.0390, 0.0499, 0.0639, 0.0903, 0.0588, 0.1142, 0.0922, 0.1156, 0.0814, 0.0717, 0.1369, 0.0690, 0.1245, 0.0818, 0.1206, 0.0871, 0.0924, 0.0893]}

No. 3
{"formula": "C5H14N2", "method": "the ωB97M-V functional and the def2-TZVPD basis", "s_squared": 0.750, "e_tot_ev": -8389.75857, "multiplicity": 2, "homo_lumo_gap_ev": [2.86, 9.02], "total_charge": -1, "e_above_lowest_kcal_mol": 28.3, "symbols": ["N", "N", "C", "C", "C", "C", "C", "H", "H", "H", "H", "H", "H", "H", "H", "H", "H", "H", "H", "H", "H"], "xyz": [[-3.132, -0.025, -0.179], [-0.084, 0.206, -0.355], [1.396, 0.107, -0.326], [1.972, -0.484, -1.667], [1.877, -0.703, 0.939], [-2.344, 1.066, 0.352], [-0.873, 0.651, 0.831], [1.597, 0.291, -2.448], [3.082, -0.607, -1.591], [-2.144, 1.845, -0.346], [1.580, -0.255, 1.900], [-0.308, 1.390, 1.530], [-2.798, -0.343, -1.082], [-3.031, -0.824, 0.371], [-1.057, -0.280, 1.550], [-2.956, 1.511, 1.131], [2.948, -0.695, 0.905], [1.558, -1.510, -1.773], [1.453, -1.715, 0.868], [1.742, 1.093, -0.031], [-0.478, -0.722, -0.579]], "lowdin_charge": [-0.0416, -0.0904, -0.4969, -0.1721, -0.2740, -0.3379, -0.3127, 0.0802, 0.0479, 0.0767, 0.0252, 0.1060, 0.0336, -0.0153, 0.0714, 0.0780, 0.0178, 0.0332, 0.0174, 0.1032, 0.0503]}